The following is a DFT calculation (ωB97M-V/def2-TZVPD) of a 16-piece molecular cluster, C32H96O16S16 overall at a distorted geometry.

Values from the calculation:
Max |F| = 0.0747 hartree/bohr
DFT total energy = -8850.892082 Ha
HOMO energy = -7.82 eV
Net charge = 0

Last column: Löwdin charge in e.
Element x y z (Å)
C (-1.228, -4.768, -0.377)  -0.24
S (0.047, -4.314, -1.594)  0.83
O (-0.123, -5.242, -2.771)  -0.56
C (-0.702, -2.753, -2.035)  -0.26
H (-2.273, -4.568, -0.614)  0.07
H (-0.750, -4.107, 0.345)  0.01
H (-1.031, -5.751, 0.053)  0.06
H (-1.787, -2.841, -1.983)  0.06
H (-0.382, -2.447, -3.031)  0.06
H (-0.352, -2.071, -1.260)  0.01
C (3.401, -1.762, -8.876)  -0.25
S (2.199, -1.430, -7.549)  0.80
O (1.537, -2.653, -6.964)  -0.55
C (3.303, -0.903, -6.247)  -0.29
H (4.135, -2.499, -8.552)  0.05
H (3.980, -0.849, -9.018)  0.05
H (2.839, -2.144, -9.728)  0.05
H (3.650, 0.088, -6.539)  0.05
H (4.079, -1.660, -6.130)  0.06
H (2.702, -0.793, -5.344)  -0.01
C (-10.122, 2.175, 0.769)  -0.21
S (-8.214, 1.915, 0.698)  0.82
O (-7.639, 2.153, 2.064)  -0.58
C (-8.210, 0.070, 0.525)  -0.25
H (-10.335, 3.232, 0.610)  0.04
H (-10.456, 1.877, 1.763)  0.05
H (-10.513, 1.614, -0.080)  0.04
H (-8.602, -0.142, -0.470)  0.04
H (-8.804, -0.472, 1.261)  0.06
H (-7.182, -0.286, 0.584)  0.05
C (1.759, 2.690, -4.415)  -0.22
S (0.931, 1.008, -4.513)  0.89
O (1.454, 0.121, -3.300)  -0.61
C (-0.753, 1.583, -3.845)  -0.24
H (0.982, 3.364, -4.054)  0.03
H (2.382, 2.926, -5.277)  0.05
H (2.420, 2.660, -3.549)  0.02
H (-1.132, 2.379, -4.486)  0.05
H (-0.704, 2.049, -2.861)  0.03
H (-1.536, 0.853, -4.049)  0.03
C (7.057, -2.973, 2.150)  -0.25
S (7.769, -4.686, 1.866)  0.85
O (8.371, -5.108, 3.203)  -0.60
C (6.133, -5.606, 1.803)  -0.25
H (6.418, -2.833, 1.279)  -0.02
H (7.935, -2.339, 2.281)  0.04
H (6.534, -2.739, 3.077)  0.05
H (5.312, -5.309, 1.150)  0.03
H (5.758, -5.477, 2.818)  0.04
H (6.170, -6.665, 1.547)  0.04
C (-4.281, 4.214, -0.141)  -0.25
S (-3.972, 3.743, -1.891)  0.88
O (-3.144, 2.493, -1.737)  -0.59
C (-5.740, 3.215, -2.083)  -0.27
H (-5.226, 4.749, -0.043)  0.05
H (-3.550, 4.937, 0.221)  0.04
H (-4.338, 3.357, 0.530)  0.06
H (-6.507, 3.982, -1.977)  0.05
H (-5.997, 2.569, -1.244)  0.02
H (-6.067, 2.773, -3.024)  0.03
C (3.977, -5.397, -1.911)  -0.26
S (4.187, -4.957, -3.717)  0.85
O (4.147, -6.376, -4.354)  -0.61
C (2.594, -4.264, -4.367)  -0.24
H (3.539, -4.558, -1.370)  0.02
H (4.954, -5.822, -1.681)  0.04
H (3.395, -6.304, -1.745)  0.05
H (1.654, -4.600, -3.930)  0.02
H (2.637, -4.531, -5.423)  0.04
H (2.759, -3.187, -4.371)  0.01
C (-5.046, 2.613, 6.791)  -0.23
S (-4.912, 0.838, 6.079)  0.84
O (-5.803, -0.092, 6.916)  -0.58
C (-5.958, 1.245, 4.592)  -0.26
H (-4.367, 3.364, 6.386)  0.03
H (-4.514, 2.533, 7.740)  0.03
H (-6.039, 3.014, 6.992)  0.05
H (-5.875, 0.360, 3.961)  0.03
H (-5.669, 2.158, 4.070)  0.02
H (-6.996, 1.462, 4.845)  0.05
C (-3.165, -3.323, 4.564)  -0.24
S (-1.724, -2.412, 3.908)  0.84
O (-1.761, -2.900, 2.436)  -0.58
C (-2.479, -0.773, 3.859)  -0.26
H (-2.981, -4.393, 4.472)  0.05
H (-3.942, -3.097, 3.833)  0.05
H (-3.468, -3.026, 5.568)  0.06
H (-3.410, -0.885, 3.303)  0.06
H (-1.794, -0.110, 3.331)  0.00
H (-2.832, -0.408, 4.824)  0.01
C (1.639, -1.923, 3.885)  -0.25
S (2.536, -0.443, 4.551)  0.86
O (3.853, -0.846, 3.875)  -0.61
C (2.736, -0.814, 6.360)  -0.24
H (1.321, -1.577, 2.902)  0.00
H (0.819, -2.361, 4.454)  0.00
H (2.354, -2.728, 3.717)  0.06
H (2.697, 0.053, 7.018)  0.04
H (3.510, -1.529, 6.638)  0.06
H (1.730, -1.170, 6.584)  0.03
C (1.256, -0.132, 0.180)  -0.22
S (-0.287, -0.008, 1.177)  0.84
O (-0.189, 1.321, 1.933)  -0.62
C (-1.642, 0.277, -0.008)  -0.20
H (0.966, -0.568, -0.776)  0.01
H (1.989, -0.803, 0.627)  0.05
H (1.806, 0.779, -0.057)  0.04
H (-1.273, 0.833, -0.871)  0.03
H (-2.416, 0.798, 0.554)  0.06
H (-1.889, -0.738, -0.318)  0.04
C (-0.929, 3.100, 4.334)  -0.23
S (-2.062, 3.475, 2.960)  0.80
O (-3.406, 2.862, 3.236)  -0.56
C (-2.386, 5.277, 3.275)  -0.23
H (-1.520, 2.843, 5.213)  0.06
H (-0.050, 3.744, 4.353)  0.06
H (-0.532, 2.162, 3.944)  0.00
H (-2.602, 5.325, 4.343)  0.05
H (-3.277, 5.614, 2.746)  0.04
H (-1.543, 5.863, 2.910)  0.04
C (-5.177, 0.605, -4.149)  -0.25
S (-4.724, -1.030, -4.996)  0.84
O (-6.047, -1.529, -5.567)  -0.58
C (-3.565, -0.305, -6.267)  -0.24
H (-6.242, 0.752, -4.330)  0.05
H (-4.586, 1.437, -4.531)  0.03
H (-4.753, 0.672, -3.147)  0.02
H (-3.063, -1.038, -6.898)  0.05
H (-2.812, 0.384, -5.886)  0.02
H (-4.339, 0.212, -6.834)  0.04
C (0.274, 3.925, -0.084)  -0.24
S (2.056, 3.738, -0.674)  0.85
O (2.323, 4.513, -1.937)  -0.57
C (2.948, 4.720, 0.708)  -0.22
H (-0.115, 4.944, -0.077)  0.05
H (0.040, 3.567, 0.918)  0.00
H (-0.374, 3.289, -0.687)  0.02
H (2.673, 5.774, 0.748)  0.05
H (4.012, 4.667, 0.480)  0.01
H (2.758, 4.246, 1.671)  0.04
C (4.410, -0.855, -2.171)  -0.22
S (5.680, -1.342, -0.855)  0.86
O (5.498, -2.830, -0.731)  -0.59
C (7.114, -1.207, -1.940)  -0.24
H (3.404, -1.270, -2.096)  0.04
H (4.760, -0.958, -3.198)  0.04
H (4.418, 0.235, -2.175)  0.04
H (6.938, -0.187, -2.282)  0.04
H (7.218, -1.902, -2.774)  0.07
H (7.936, -1.295, -1.231)  0.05
C (5.647, 3.279, 3.698)  -0.22
S (6.023, 2.920, 1.879)  0.81
O (7.431, 3.311, 1.441)  -0.58
C (5.970, 1.065, 1.954)  -0.25
H (5.351, 4.321, 3.819)  0.04
H (6.493, 2.812, 4.201)  0.05
H (4.758, 2.702, 3.955)  0.03
H (6.726, 0.636, 2.613)  0.06
H (6.107, 0.614, 0.971)  -0.01
H (4.908, 0.955, 2.173)  0.02


The following is a DFT calculation (ωB97M-V/def2-TZVPD) of C4H8NO2P in the gas phase at a distorted geometry.

Values from the calculation:
SMILES = O=C/C(CO)=N/CP
Max |F| = 0.0904 hartree/bohr
DFT total energy = -703.688034 Ha
HOMO energy = -9.57 eV
Net charge = 0

Last column: Löwdin charge in e.
Element x y z (Å)
O (2.989, -0.940, 0.686)  0.07
C (1.953, -1.344, 0.239)  -0.17
C (0.786, -0.414, -0.023)  -0.26
C (0.774, 1.004, 0.591)  -0.16
O (1.597, 1.039, 1.786)  -0.10
N (-0.100, -1.044, -0.727)  0.05
C (-1.434, -0.237, -1.253)  -0.49
P (-2.746, -0.348, 0.049)  0.75
H (1.846, -2.300, -0.035)  0.08
H (1.243, 1.585, -0.215)  0.13
H (-0.264, 1.237, 0.864)  0.09
H (2.494, 0.614, 1.867)  0.10
H (-1.162, 0.933, -1.420)  0.11
H (-1.715, -0.840, -2.138)  0.05
H (-2.439, 0.954, 0.536)  -0.13
H (-3.821, 0.101, -0.809)  -0.10


The following is a DFT calculation (ωB97M-V/def2-TZVPD) of a 2-piece molecular cluster, C4H7NO overall.

Values from the calculation:
SMILES = CC(C)=O.C#N
Max |F| = 0.0150 hartree/bohr
DFT total energy = -286.581209 Ha
HOMO energy = -9.92 eV
Net charge = 0

Last column: Löwdin charge in e.
Element x y z (Å)
C (0.130, -1.576, 0.503)  -0.02
C (-0.717, -0.326, 0.506)  -0.53
C (-1.174, 0.147, -0.850)  -0.03
O (-0.963, 0.278, 1.521)  0.06
H (1.117, -1.317, 0.127)  0.08
H (-0.287, -2.337, -0.149)  0.08
H (0.221, -1.959, 1.515)  0.08
H (-1.794, 1.033, -0.745)  0.08
H (-1.736, -0.638, -1.348)  0.08
H (-0.309, 0.386, -1.466)  0.08
C (1.833, 2.105, 0.156)  -0.08
N (2.237, 2.191, -0.905)  0.06
H (1.441, 2.013, 1.136)  0.05